{"formula": "C40H101BN7O23", "method": "ωB97M-V/def2-TZVPD", "total_energy_ha": -3723.4074, "molar_mass_g_mol": 1059.09, "relative_energy_kcal_mol": 0.00, "largest_force_ev_per_a": 2.53, "total_charge": -1, "species": ["O", "C", "O", "B", "O", "C", "O", "O", "C", "O", "C", "O", "O", "C", "C", "C", "O", "C", "N", "H", "H", "H", "H", "H", "H", "H", "H", "H", "H", "H", "C", "C", "C", "O", "C", "N", "H", "H", "H", "H", "H", "H", "H", "H", "H", "H", "H", "C", "C", "C", "O", "C", "N", "H", "H", "H", "H", "H", "H", "H", "H", "H", "H", "H", "C", "C", "C", "O", "C", "N", "H", "H", "H", "H", "H", "H", "H", "H", "H", "H", "H", "C", "C", "C", "O", "C", "N", "H", "H", "H", "H", "H", "H", "H", "H", "H", "H", "H", "C", "C", "C", "O", "C", "N", "H", "H", "H", "H", "H", "H", "H", "H", "H", "H", "H", "C", "C", "C", "O", "C", "N", "H", "H", "H", "H", "H", "H", "H", "H", "H", "H", "H", "C", "C", "O", "O", "H", "H", "H", "H", "H", "H", "C", "C", "O", "O", "H", "H", "H", "H", "H", "H", "C", "C", "O", "O", "H", "H", "H", "H", "H", "H", "C", "C", "O", "O", "H", "H", "H", "H", "H", "H"], "coordinates": [[0.43, 1.01, -4.15], [0.48, 1.03, -2.96], [1.08, 0.21, -2.11], [0.55, 0.44, -0.72], [-0.29, 1.67, -0.90], [-0.40, 1.98, -2.15], [-1.18, 2.78, -2.62], [1.53, 0.62, 0.35], [1.62, -0.49, 1.10], [2.31, -0.75, 2.03], [0.47, -1.43, 0.56], [-0.18, -0.79, -0.38], [0.23, -2.48, 1.06], [1.79, -3.57, 5.36], [0.26, -3.61, 5.45], [-0.25, -2.45, 6.32], [-1.66, -2.40, 6.19], [-2.25, -1.17, 6.48], [-0.23, -3.61, 4.05], [2.35, -3.74, 6.28], [2.06, -2.56, 5.01], [2.17, -4.20, 4.56], [0.04, -4.58, 5.89], [0.16, -1.46, 6.09], [0.03, -2.74, 7.34], [-3.34, -1.25, 6.56], [-2.04, -0.41, 5.73], [-1.97, -0.77, 7.46], [-1.15, -3.19, 4.21], [0.23, -2.80, 3.64], [2.06, -0.60, -8.09], [2.50, -1.65, -7.07], [2.62, -1.04, -5.68], [3.80, -0.28, -5.57], [3.86, 0.49, -4.39], [1.52, -2.75, -7.09], [2.67, 0.29, -7.91], [1.01, -0.38, -7.88], [2.13, -0.90, -9.13], [3.43, -2.07, -7.46], [2.61, -1.79, -4.89], [1.75, -0.36, -5.62], [4.80, 1.04, -4.36], [3.82, -0.15, -3.51], [3.08, 1.25, -4.33], [1.09, -2.84, -8.00], [2.00, -3.63, -6.97], [-0.51, -6.65, -3.71], [-1.60, -6.01, -2.86], [-1.78, -4.52, -3.27], [-0.53, -3.90, -3.28], [-0.59, -2.50, -3.42], [-2.86, -6.73, -2.77], [0.49, -6.22, -3.58], [-0.88, -6.61, -4.73], [-0.30, -7.67, -3.37], [-1.11, -5.85, -1.89], [-2.41, -3.98, -2.55], [-2.24, -4.48, -4.27], [0.39, -2.02, -3.35], [-1.08, -2.09, -2.53], [-1.14, -2.26, -4.33], [-2.75, -7.71, -3.02], [-3.54, -6.34, -3.42], [-5.10, -3.86, -0.93], [-5.22, -2.76, 0.11], [-4.12, -1.68, -0.16], [-4.30, -0.65, 0.78], [-3.61, 0.55, 0.42], [-6.53, -2.12, 0.01], [-4.12, -4.34, -0.88], [-5.20, -3.50, -1.95], [-5.91, -4.57, -0.73], [-5.10, -3.21, 1.10], [-4.22, -1.40, -1.21], [-3.11, -2.08, -0.03], [-2.55, 0.45, 0.68], [-4.01, 1.38, 1.00], [-3.76, 0.72, -0.65], [-6.43, -1.35, 0.68], [-6.59, -1.65, -0.89], [-0.84, 5.96, 3.44], [-1.46, 5.56, 2.10], [-0.75, 4.52, 1.24], [0.64, 4.81, 1.03], [1.46, 3.98, 1.85], [-2.91, 5.34, 2.27], [-0.74, 5.05, 4.05], [-1.63, 6.47, 3.99], [0.09, 6.50, 3.40], [-1.45, 6.47, 1.48], [-1.20, 4.45, 0.25], [-0.88, 3.49, 1.61], [1.13, 2.95, 1.79], [1.57, 4.33, 2.89], [2.49, 4.07, 1.48], [-2.94, 4.39, 2.65], [-3.43, 5.34, 1.40], [-4.69, 2.67, 4.13], [-3.50, 2.21, 4.98], [-2.11, 2.14, 4.36], [-2.14, 1.29, 3.22], [-1.05, 0.42, 3.16], [-3.46, 3.05, 6.21], [-5.57, 2.57, 4.75], [-4.84, 2.11, 3.21], [-4.43, 3.70, 3.85], [-3.76, 1.19, 5.29], [-1.45, 1.76, 5.14], [-1.71, 3.11, 4.06], [-0.76, 0.23, 2.11], [-1.24, -0.57, 3.58], [-0.10, 0.93, 3.39], [-4.24, 2.70, 6.75], [-2.63, 2.86, 6.76], [4.72, 0.37, -0.48], [5.90, 0.42, -1.42], [7.12, 1.15, -0.78], [6.69, 2.48, -0.64], [7.66, 3.37, -0.13], [6.27, -0.97, -1.84], [3.93, -0.27, -0.85], [4.36, 1.40, -0.35], [4.96, 0.08, 0.55], [5.57, 0.85, -2.37], [8.01, 1.04, -1.40], [7.31, 0.71, 0.21], [7.56, 3.24, 0.95], [7.48, 4.42, -0.38], [8.69, 3.20, -0.46], [6.97, -0.87, -2.58], [6.77, -1.29, -1.00], [1.54, 3.28, -5.82], [0.20, 3.69, -6.45], [0.03, 5.10, -6.44], [2.65, 3.91, -6.44], [1.63, 2.20, -5.96], [1.50, 3.52, -4.75], [-0.56, 3.39, -5.72], [0.09, 3.13, -7.39], [0.73, 5.48, -6.99], [3.47, 3.52, -6.12], [-3.72, 4.02, -1.05], [-3.47, 5.42, -1.60], [-3.56, 6.33, -0.49], [-4.11, 3.13, -2.08], [-4.47, 4.02, -0.26], [-2.82, 3.58, -0.61], [-4.25, 5.56, -2.36], [-2.51, 5.65, -2.06], [-3.21, 7.19, -0.74], [-3.33, 2.60, -2.32], [-1.89, -6.31, 2.47], [-1.87, -5.85, 1.02], [-1.30, -6.95, 0.28], [-0.64, -6.22, 3.14], [-2.25, -7.34, 2.50], [-2.55, -5.63, 3.03], [-1.22, -4.98, 0.89], [-2.88, -5.57, 0.73], [-1.91, -7.15, -0.45], [-0.52, -5.29, 3.42], [5.25, 1.36, 4.23], [3.92, 1.98, 3.87], [2.84, 1.23, 4.35], [5.37, -0.03, 3.88], [5.33, 1.36, 5.33], [6.10, 1.92, 3.83], [3.80, 2.05, 2.78], [4.01, 3.01, 4.22], [2.71, 0.47, 3.78], [5.14, -0.50, 4.68]]}